[1]
Here is a structure of composition C39H79F2N3O33S2Zn from OMol25. Energies are from ωB97M-V with the def2-TZVPD basis set.

Positions of all 159 atoms, in Å:
Zn 2.47571 -2.27962 -0.20704
N 1.24535 -0.98645 0.34197
S -0.31039 -0.96203 0.35511
O -1.03114 -0.07058 -0.58746
O -0.90932 -1.27683 1.65396
F -0.52079 -2.37029 -0.45357
S 1.34387 0.66623 0.82077
O 0.57672 1.14056 1.99789
O 1.48388 1.58959 -0.33148
F 2.91378 0.62689 1.36964
C 2.74316 -6.33605 0.09521
C 2.61187 -4.83287 0.01618
O 3.49714 -4.16000 -0.52500
O 1.65403 -4.16691 0.41978
H 1.78604 -6.85379 0.15825
H 3.31596 -6.66598 0.96189
H 3.13468 -6.78415 -0.81803
C -1.12188 -5.58939 -6.09176
O -1.36964 -4.49405 -5.31249
C -1.97445 -4.74655 -4.05454
C -2.23084 -3.50867 -3.18749
O -3.03765 -2.48738 -3.82205
C -3.55279 -1.41056 -2.99002
C -4.39470 -0.39104 -3.73607
O -3.62789 0.63315 -4.44298
C -4.30502 1.30909 -5.41279
H -2.04875 -6.14983 -6.21386
H -0.41209 -6.33310 -5.72955
H -0.74225 -5.14267 -7.01068
H -1.35054 -5.46464 -3.52239
H -2.91827 -5.27843 -4.17452
H -1.23695 -3.11521 -2.97427
H -2.56059 -3.87991 -2.21716
H -2.79082 -0.91239 -2.39058
H -4.24256 -1.87521 -2.28545
H -5.05447 0.15210 -3.05945
H -5.10869 -0.95859 -4.33290
H -5.22212 0.78993 -5.69118
H -3.64223 1.37811 -6.27537
H -4.61242 2.28974 -5.04957
C 0.73229 6.68269 1.73360
O -0.29314 5.82533 1.35090
C 0.01799 4.69497 0.61547
C -1.11888 3.70878 0.66001
O -2.16938 3.83870 -0.27470
C -1.79418 3.42682 -1.61268
C -3.01374 3.42072 -2.43611
O -3.64953 4.65810 -2.24795
C -4.63142 4.87865 -3.19312
H 1.24297 6.98045 0.81782
H 1.40694 6.27975 2.48898
H 0.32285 7.59309 2.17137
H 0.85951 4.21961 1.11943
H 0.34613 4.90959 -0.40157
H -1.62306 3.79434 1.62260
H -0.68264 2.71059 0.62228
H -1.45940 2.38953 -1.60586
H -0.98022 4.06319 -1.95995
H -3.70234 2.61707 -2.17517
H -2.63222 3.23657 -3.44042
H -4.22961 4.83621 -4.20547
H -5.08150 5.85318 -3.00391
H -5.44757 4.17043 -3.05020
C 3.75159 3.28253 -4.75829
O 2.44796 3.03358 -4.07994
C 1.91613 1.79932 -3.95979
O 2.55970 0.73393 -4.15735
O 0.57748 1.88298 -3.58574
C -0.23208 0.70876 -3.65814
H 4.52796 2.82933 -4.14189
H 4.00514 4.34184 -4.79905
H 3.72790 2.90230 -5.77955
H 0.10926 -0.04402 -2.94758
H -0.02705 0.17103 -4.58384
H -1.30598 0.88579 -3.59887
C 5.45780 -4.20561 2.18221
O 5.11045 -3.13850 3.07518
C 4.34297 -2.06203 2.56196
O 3.70749 -2.08183 1.47304
O 4.42298 -0.96218 3.40527
C 5.25552 -0.93656 4.57553
H 6.26739 -4.66645 2.74814
H 5.82144 -3.81203 1.23303
H 4.58744 -4.85980 2.13094
H 6.20672 -1.44143 4.40690
H 4.74909 -1.47132 5.37906
H 5.35521 0.09983 4.89810
C -6.84303 -3.54787 1.07048
O -6.02592 -2.77940 0.17463
C -5.71789 -1.47753 0.62372
O -6.20279 -0.89957 1.62094
O -4.72682 -0.99935 -0.15537
C -3.94234 0.07813 0.33990
H -7.39230 -4.33469 0.55346
H -7.63292 -2.98464 1.56740
H -6.09809 -3.92317 1.77214
H -3.48295 0.54130 -0.53333
H -3.21294 -0.14223 1.11934
H -4.69569 0.83310 0.56478
C -2.63454 0.45349 3.99795
O -3.98568 0.88834 3.94304
C -4.43074 2.04570 3.32941
O -3.71162 2.79666 2.74900
O -5.76705 1.99488 3.31080
C -6.61083 1.20416 4.08452
H -2.08372 0.80222 4.87150
H -2.12113 0.66990 3.06111
H -2.62653 -0.63473 4.05972
H -6.57223 1.50200 5.13233
H -6.45889 0.12490 4.07018
H -7.64673 1.40074 3.80816
C 4.82090 2.96701 2.84806
O 5.23748 4.30207 3.00492
C 4.86644 5.23050 2.11699
O 4.13988 4.98457 1.15470
O 5.15730 6.44935 2.63078
C 4.71241 7.57437 1.94119
H 5.43730 2.52398 2.06584
H 3.79212 2.84192 2.51032
H 4.90615 2.30134 3.70698
H 5.21002 8.45796 2.34086
H 3.62634 7.58368 1.84907
H 4.99858 7.52485 0.89060
C 5.55032 1.04797 -0.45849
O 5.73225 0.19258 -1.57132
C 4.90860 -0.80266 -1.83404
O 3.94978 -1.17142 -1.10924
O 5.38111 -1.57590 -2.90513
C 6.40684 -1.17210 -3.78562
H 4.67893 1.70274 -0.45191
H 6.47324 1.62615 -0.41347
H 5.66067 0.42399 0.42840
H 6.82798 -2.03520 -4.30118
H 7.16675 -0.60923 -3.24357
H 5.92382 -0.54913 -4.53842
C 0.57259 -1.58378 4.55918
O -0.53596 -1.60826 5.49314
C -0.34496 -1.16673 6.71421
O 0.70193 -0.76884 7.17347
O -1.53529 -1.28779 7.38308
C -1.59157 -1.08537 8.78187
H 0.21094 -1.94716 3.59727
H 1.42764 -2.19423 4.84960
H 0.84084 -0.52934 4.49355
H -2.60777 -1.22269 9.15144
H -1.37713 -0.04685 9.03406
H -0.86610 -1.69388 9.32178
C 2.41361 -2.63912 -4.85737
C 1.95324 -2.47184 -3.44423
N 1.58565 -2.35974 -2.35520
H 1.65005 -2.19614 -5.49677
H 2.57947 -3.68613 -5.11105
H 3.42352 -2.26720 -5.03016
C -2.76637 -3.76835 1.37145
C -3.28561 -3.29236 2.66272
N -3.68914 -2.91401 3.65931
H -1.68341 -3.88874 1.34298
H -3.00899 -2.96210 0.67920
H -3.22456 -4.72174 1.10836

Forces on atoms 1 to 2 (eV/Å):
Zn 1.396 -3.103 -1.132
N -0.944 5.438 1.888

The value obtained for the HOMO energy (alpha / beta) is -11.1394 / -11.1394 eV. Its total energy is -189269.4386 eV. The value obtained for the max |F| is 9.0 eV Å⁻¹. Its gap between HOMO and LUMO (alpha / beta) is 8.637 / 3.844 eV. The charge is +1. As for the spin multiplicity: 2.


[2]
Here is a structure of composition C28H40FN13O5 from OMol25. Energies are from ωB97M-V with the def2-TZVPD basis set.

Positions of all 87 atoms, in Å:
C 5.18922 -1.26422 0.06285
C 4.47301 -0.06226 -0.80818
N 4.98535 0.33025 -1.98939
C 3.15458 0.62449 -0.14779
O 2.54967 1.65757 -1.03494
C 1.21242 1.82419 -0.44106
O 1.18833 2.58808 0.61488
O 0.03833 1.22193 -1.03970
C -0.59138 0.25574 -0.16424
O -0.39866 0.13378 1.10288
N -1.63183 -0.68382 -0.77171
C -0.81214 -1.58586 -1.65698
O 0.05177 -2.42993 -1.17075
F -1.00942 -1.43444 -3.11054
H 6.13277 -0.78779 0.53656
H 4.44960 -1.58538 0.91430
H 5.44834 -2.16355 -0.62215
H 5.81421 -0.30839 -2.11430
H 3.43657 1.08083 0.88331
H 2.32326 -0.20089 -0.05220
H -2.06909 -1.23603 0.00543
C -4.43938 -3.76388 -2.46028
C -3.49254 -2.79221 -1.90700
N -2.74317 -2.02309 -1.46911
H -5.22623 -3.27549 -3.04263
H -3.94307 -4.47884 -3.12286
H -4.93091 -4.34060 -1.67227
C 4.12700 4.26768 -2.53976
C 5.18186 5.28775 -2.59831
N 6.00763 6.09453 -2.63614
H 4.53634 3.27529 -2.32808
H 3.39452 4.48910 -1.75805
H 3.58083 4.19766 -3.48497
C -7.92338 -1.20011 -4.31926
C -7.60612 -2.53301 -3.79110
N -7.35650 -3.58143 -3.37565
H -9.00308 -1.03291 -4.36890
H -7.50117 -0.40800 -3.69441
H -7.52737 -1.06196 -5.32930
C -5.56652 -1.41455 1.24564
C -5.64814 -2.83174 0.86940
N -5.71259 -3.94740 0.57308
H -4.61941 -1.17600 1.71816
H -5.66041 -0.75955 0.36628
H -6.35914 -1.13413 1.94172
C 3.56307 6.84776 0.87043
C 3.88588 5.51602 1.39944
N 4.14219 4.46962 1.81569
H 2.48278 7.00859 0.81140
H 3.97446 7.64260 1.49886
H 3.96627 6.98952 -0.13655
C -2.00287 -4.81832 1.40159
C -2.96526 -5.33920 0.42282
N -3.72202 -5.74728 -0.34739
H -1.51934 -5.62498 1.96000
H -1.21080 -4.23819 0.91876
H -2.48583 -4.16255 2.13210
C 0.61763 3.05624 -4.08415
C 0.92903 3.96452 -5.19515
N 1.17410 4.67859 -6.06885
H -0.38267 3.23892 -3.68117
H 0.65412 2.00887 -4.39690
H 1.32534 3.17186 -3.25816
C 2.94270 3.11576 4.79325
C 3.26835 1.78587 5.32402
N 3.52453 0.73998 5.74145
H 1.86187 3.27188 4.73147
H 3.34905 3.91221 5.42310
H 3.34836 3.25974 3.78746
C 8.02801 5.35461 -5.15349
C 9.45284 5.15894 -5.45056
N 10.57324 5.00491 -5.68407
H 7.60372 6.17691 -5.73660
H 7.44191 4.45979 -5.38161
H 7.86420 5.58841 -4.09804
C -4.60309 -3.34235 5.25272
C -4.81526 -2.60740 3.99948
N -4.98260 -2.02659 3.00798
H -5.34185 -3.06832 6.01114
H -4.67740 -4.42366 5.10463
H -3.61473 -3.14079 5.67619
C -2.81785 -6.74440 7.69799
C -4.01027 -6.31308 6.95764
N -4.94823 -5.97384 6.37527
H -2.46889 -7.72546 7.36344
H -1.98793 -6.04387 7.56892
H -3.01488 -6.81924 8.77112

Forces on atoms 1 to 2 (eV/Å):
C -1.160 1.134 0.167
C 1.081 0.378 -2.045

The value obtained for the HOMO energy is -10.0451 eV. Its total energy is -61997.2950 eV. The value obtained for the max |F| is 10.1 eV Å⁻¹. Its gap between HOMO and LUMO is 9.809 eV. The charge is 0. As for the energy above the lowest of the compared OMol25 structures with the same formula, charge and spin: 109.3 kcal per mole.